# C4H9NS

C4H9NS in the gas phase at a distorted geometry (ωB97M-V with the def2-TZVPD basis set, the Open Molecules 2025 dataset).

- Frontier orbital gap: 9.103 eV
- Structure (SMILES): CC(C)NC=S

Last column: Mulliken charge in e.
Positions of all 15 atoms, in Å:
1 C -1.377 0.696 -0.697  -1.288
2 C -0.521 -0.273 0.015  0.132
3 C -0.134 0.119 1.459  -0.978
4 N 0.658 -0.877 -0.475  -0.201
5 C 1.842 -0.238 -0.935  0.011
6 S 3.103 -1.114 -1.336  -0.354
7 H -0.756 1.670 -0.617  0.300
8 H -1.565 0.325 -1.773  0.293
9 H -2.312 0.973 -0.162  0.355
10 H -1.163 -1.103 0.169  0.265
11 H 0.610 0.938 1.424  0.318
12 H -0.053 -0.896 2.089  0.294
13 H -0.965 0.770 1.750  0.317
14 H 0.891 -1.944 -0.001  0.318
15 H 1.742 0.954 -0.910  0.217

# C4H9NS

C4H9NS in the gas phase at a distorted geometry (ωB97M-V with the def2-TZVPD basis set, the Open Molecules 2025 dataset).

- Frontier orbital gap: 9.513 eV
- Structure (SMILES): CN[C@H]1C[C@H]1S

Last column: Mulliken charge in e.
Positions of all 15 atoms, in Å:
1 C -0.465 0.363 1.877  -0.836
2 N -0.109 0.817 0.563  -0.327
3 C 0.643 -0.112 -0.167  -0.326
4 C -0.076 -1.341 -0.860  -0.593
5 C 0.497 -0.233 -1.644  -0.063
6 S -0.528 1.057 -2.355  -0.273
7 H 0.387 -0.121 2.433  0.283
8 H -1.382 -0.338 1.793  0.243
9 H -0.738 1.292 2.540  0.273
10 H 0.387 1.649 0.730  0.174
11 H 1.614 -0.278 0.229  0.430
12 H 0.638 -2.221 -0.759  0.209
13 H -1.122 -1.505 -0.864  0.328
14 H 1.334 -0.382 -2.310  0.314
15 H -1.080 1.352 -1.207  0.164

# C4H9NS

C4H9NS in the gas phase at a distorted geometry (ωB97M-V with the def2-TZVPD basis set, the Open Molecules 2025 dataset).

- Frontier orbital gap: 9.152 eV
- Structure (SMILES): CCN(C)C=S

Last column: Mulliken charge in e.
Positions of all 15 atoms, in Å:
1 C 1.590 -0.608 -0.678  -0.852
2 C 0.865 -0.167 0.568  -0.688
3 N -0.575 0.161 0.379  0.090
4 C -0.917 1.444 -0.230  -0.926
5 C -1.534 -0.825 0.440  0.039
6 S -1.322 -2.399 0.828  -0.347
7 H 1.317 -1.647 -0.963  0.241
8 H 1.488 0.118 -1.477  0.310
9 H 2.683 -0.785 -0.478  0.314
10 H 0.786 -1.072 1.271  0.273
11 H 1.226 0.702 1.098  0.373
12 H -0.691 1.594 -1.301  0.281
13 H -0.414 2.274 0.329  0.310
14 H -1.958 1.605 -0.007  0.371
15 H -2.542 -0.396 0.222  0.211

# C4H9NS2

2 unconnected molecules or ions with the total composition C4H9NS2 at a distorted geometry (ωB97M-V with the def2-TZVPD basis set, the Open Molecules 2025 dataset).

- Frontier orbital gap: 7.405 eV

Last column: Mulliken charge in e.
Positions of all 16 atoms, in Å:
1 C 2.183 0.925 0.168  0.417
2 C -1.817 -0.007 -1.004  -1.218
3 C -0.683 -1.509 0.657  -1.441
4 C -0.709 -0.174 -0.094  1.454
5 N -0.228 0.839 0.728  -0.633
6 S 2.326 -0.204 -0.954  -0.266
7 S 2.782 2.080 1.124  -0.174
8 H -2.814 -0.058 -0.464  0.262
9 H -1.703 1.009 -1.438  0.340
10 H -1.822 -0.841 -1.683  0.338
11 H 0.295 -1.606 1.056  0.367
12 H -0.593 -2.422 0.020  0.365
13 H -1.371 -1.519 1.385  0.450
14 H 0.249 -0.358 -0.703  -0.659
15 H -0.218 1.783 0.215  0.250
16 H 4.123 2.062 0.988  0.148

# C4H9NS2

C4H9NS2 in the gas phase at a distorted geometry (ωB97M-V with the def2-TZVPD basis set, the Open Molecules 2025 dataset).

- Frontier orbital gap: 8.496 eV
- Structure (SMILES): CN[C@H](C=S)CS

Last column: Mulliken charge in e.
Positions of all 16 atoms, in Å:
1 C 1.522 1.534 -0.027  -0.899
2 N 1.250 0.139 -0.210  -0.325
3 C -0.006 -0.367 0.353  0.390
4 C 0.099 -1.849 0.528  -0.512
5 S 1.141 -2.789 -0.274  -0.199
6 C -1.244 -0.015 -0.520  -0.919
7 S -2.774 -0.883 -0.156  -0.169
8 H 0.818 2.260 -0.528  0.273
9 H 2.527 1.729 -0.379  0.346
10 H 1.546 1.769 1.067  0.289
11 H 1.378 -0.073 -1.189  0.259
12 H -0.115 0.118 1.321  0.311
13 H -0.700 -2.185 1.200  0.311
14 H -1.422 1.040 -0.497  0.415
15 H -1.015 -0.281 -1.581  0.314
16 H -3.005 -0.147 0.892  0.115

# C4H9O

2 unconnected molecules or ions with the total composition C4H9O at a distorted geometry (ωB97M-V with the def2-TZVPD basis set, the Open Molecules 2025 dataset).

- Frontier orbital gap: 8.174 eV
- Net charge: +1

Last column: Mulliken charge in e.
Positions of all 14 atoms, in Å:
1 C -2.262 0.644 0.305  -0.603
2 C 1.892 -0.163 0.244  -0.244
3 C 2.269 0.392 1.402  -0.463
4 C -0.720 -0.805 -0.822  -0.144
5 O -1.655 -0.640 0.012  -0.126
6 H -3.104 0.462 0.980  0.260
7 H -2.572 1.230 -0.593  0.353
8 H -1.561 1.302 0.800  0.335
9 H 2.655 -0.572 -0.430  0.308
10 H 0.814 -0.516 0.159  -0.002
11 H 1.707 0.638 2.307  0.262
12 H 3.371 0.451 1.456  0.228
13 H -0.546 -0.024 -1.520  0.426
14 H -0.248 -1.892 -0.781  0.408

# C4H9O2

2 unconnected molecules or ions with the total composition C4H9O2 at a distorted geometry (ωB97M-V with the def2-TZVPD basis set, the Open Molecules 2025 dataset).

- Frontier orbital gap: 7.064 eV
- Net charge: -1

Last column: Mulliken charge in e.
Positions of all 15 atoms, in Å:
1 C -0.694 2.095 -1.874  -0.736
2 C 0.236 1.751 -3.046  -0.810
3 H -0.516 1.587 -0.934  0.203
4 H -0.580 3.158 -1.640  0.290
5 H -1.723 1.918 -2.179  0.233
6 H 0.509 2.581 -3.694  0.280
7 H -0.307 1.000 -3.599  0.242
8 H 1.176 1.254 -2.801  0.294
9 C -0.511 -1.506 0.259  -0.669
10 C 0.157 -1.039 1.601  0.539
11 O 1.415 -1.141 1.507  -0.739
12 O -0.444 -0.615 2.598  -0.738
13 H -1.089 -2.416 0.450  0.287
14 H 0.374 -1.888 -0.241  0.230
15 H -0.995 -0.698 -0.282  0.094

# C4H9O2

2 unconnected molecules or ions with the total composition C4H9O2 at a distorted geometry (ωB97M-V with the def2-TZVPD basis set, the Open Molecules 2025 dataset).

- Frontier orbital gap: 7.648 eV
- Net charge: -1

Last column: Mulliken charge in e.
Positions of all 15 atoms, in Å:
1 C 1.752 1.457 -0.441  -0.630
2 C 1.330 2.912 -0.617  -0.732
3 H 2.789 1.418 0.172  0.256
4 H 1.067 0.758 0.118  0.072
5 H 1.973 1.063 -1.367  0.310
6 H 0.919 3.126 0.381  0.250
7 H 2.165 3.689 -0.959  0.224
8 H 0.605 3.004 -1.440  0.234
9 C -0.902 -1.204 -1.092  -0.671
10 C -0.831 -1.243 0.538  0.515
11 O -0.521 -2.323 1.058  -0.731
12 O -1.342 -0.270 1.096  -0.688
13 H -0.454 -2.200 -1.416  0.208
14 H -0.311 -0.413 -1.623  0.152
15 H -1.941 -1.224 -1.427  0.233

# C4H9O2

2 unconnected molecules or ions with the total composition C4H9O2 at a distorted geometry (ωB97M-V with the def2-TZVPD basis set, the Open Molecules 2025 dataset).

- <S²>: 0.7550
- Frontier orbital gap (alpha / beta): 11.999 / 7.287 eV
- Multiplicity: 2

Last column: Mulliken charge in e.
Positions of all 15 atoms, in Å:
1 C 0.785 -1.428 1.582  -0.891
2 C 1.400 -0.552 0.500  -0.619
3 H 1.094 -2.471 1.651  0.336
4 H 1.044 -0.913 2.499  0.255
5 H -0.276 -1.567 1.521  0.281
6 H 1.067 0.479 0.488  0.134
7 H 1.037 -1.043 -0.449  0.182
8 H 2.468 -0.579 0.361  0.361
9 C -1.588 0.629 -1.392  -0.706
10 C -0.776 1.855 -0.905  0.736
11 O -0.516 1.863 0.332  -0.277
12 O -0.397 2.734 -1.673  -0.528
13 H -1.429 0.525 -2.536  0.256
14 H -2.672 0.698 -1.119  0.290
15 H -1.240 -0.230 -0.860  0.191

# C4H9O2

2 unconnected molecules or ions with the total composition C4H9O2 at a distorted geometry (ωB97M-V with the def2-TZVPD basis set, the Open Molecules 2025 dataset).

- <S²>: 0.7542
- Frontier orbital gap (alpha / beta): 11.762 / 7.721 eV
- Multiplicity: 2

Last column: Mulliken charge in e.
Positions of all 15 atoms, in Å:
1 C 0.749 1.195 -0.633  -0.752
2 C 1.568 2.423 -1.066  -0.906
3 H 0.760 1.082 0.451  0.273
4 H -0.282 1.183 -0.977  0.300
5 H 1.185 0.260 -0.940  0.283
6 H 2.285 2.790 -0.325  0.290
7 H 0.852 3.253 -1.091  0.268
8 H 2.226 2.301 -1.927  0.268
9 C -1.893 -2.210 0.606  -0.800
10 C -0.568 -1.884 1.310  0.682
11 O -0.009 -2.983 1.691  -0.241
12 O -0.128 -0.761 1.397  -0.523
13 H -2.318 -3.164 0.873  0.351
14 H -1.818 -1.967 -0.445  0.240
15 H -2.609 -1.517 1.073  0.267

| no. | energy (eV) |
| --- | --- |
| 1 | -16616.953 |
| 2 | -16617.423 |
| 3 | -16618.718 |
| 4 | -27449.973 |
| 5 | -27453.216 |
| 6 | -6330.518 |
| 7 | -8389.831 |
| 8 | -8389.481 |
| 9 | -8386.379 |
| 10 | -8386.528 |